The following is a quantum chemistry calculation of a molecular structure, C23H40Cl3CoN4O3Si, from OMol25.

The geometry in XYZ format:
```
75
C23H40Cl3CoN4O3Si | OMol25 | ωB97M-V/def2-TZVPD
C -1.4206 -1.8947 -2.8224
C -0.9369 -2.7014 -1.6765
H -0.9941 -2.2087 -3.7799
H -1.1180 -0.8484 -2.6441
H -2.5191 -1.8978 -2.8953
C -0.3462 -3.8967 -1.8186
C -0.0850 -4.5120 -3.1492
H -0.0952 -4.5021 -0.9484
H 0.2531 -3.7717 -3.8883
H -0.9760 -5.0087 -3.5642
H 0.6968 -5.2747 -3.0662
Co -0.9210 0.7590 0.2585
Cl -3.0173 1.2881 0.3222
Cl 0.6559 2.3909 -0.6205
H 1.2644 4.5390 4.1560
H -1.1258 6.0890 3.4564
C 1.3163 4.5122 3.0576
C -0.7093 5.8546 2.4653
N -0.0089 4.5819 2.4678
H 1.7889 3.5798 2.7355
C -0.6146 3.4375 2.0939
O -0.0234 2.3443 2.0907
H -1.5302 5.8021 1.7401
H -1.6733 3.5464 1.7721
H 1.9096 5.3717 2.7333
H -0.0167 6.6562 2.1858
H 1.6342 -1.2901 -2.3527
H 2.6078 -3.8714 -1.6784
C 2.5425 -0.9526 -1.8334
C 3.4418 -3.2148 -1.3808
N 2.9396 -1.9522 -0.8569
H 2.3357 -0.0125 -1.3131
C 3.0257 -1.6500 0.4612
O 2.6965 -0.5625 0.9565
H 4.0246 -3.7195 -0.5992
H 3.4493 -2.4863 1.0520
H 3.3449 -0.8307 -2.5761
H 4.0732 -3.0325 -2.2642
O -0.2158 -0.9358 -0.3164
C -1.1126 -1.9878 -0.3453
C 0.2442 -3.4458 1.2059
C -0.9820 -2.8965 0.8618
H 1.1144 -3.1874 0.5858
C 0.3336 -4.3439 2.2742
H -2.1444 -1.5888 -0.3546
C -2.1223 -3.1922 1.6092
H 1.3041 -4.7928 2.5119
C -0.8109 -4.6582 3.0160
C -2.0346 -4.0596 2.6964
H -3.0686 -2.7281 1.3258
H -0.7360 -5.3610 3.8470
H -2.9221 -4.2792 3.2942
Si -0.3632 3.1926 -2.4228
Cl -1.1943 1.3267 -2.9579
C 1.3201 3.8223 -3.1129
C -1.6447 4.1281 -1.3576
C -1.1029 3.9756 -4.1281
H 2.1670 3.2540 -2.7082
H 1.4532 4.8671 -2.8005
H 1.3965 3.7950 -4.2077
H -0.5089 3.6328 -4.9924
H -1.0554 5.0711 -4.0622
H -2.1477 3.6535 -4.2753
H -2.1687 3.4176 -0.6981
H -2.4129 4.6026 -1.9862
H -1.1947 4.9086 -0.7300
N 0.3803 -0.4725 2.6318
C 0.2199 -1.0916 3.8126
C -1.1394 -1.0811 4.1131
C -1.7674 -0.4516 3.0076
N -0.8252 -0.1008 2.0973
H 1.2626 -0.3751 2.0912
H 1.0547 -1.4790 4.3892
H -1.6246 -1.5279 4.9703
H -2.8205 -0.2718 2.8385
```

As for the spin multiplicity: 4. The expectation value of S² is 3.757. For the HOMO-LUMO gap (alpha / beta), the calculation gives 7.237 / 7.234 eV. The value obtained for the energy is -119679.8591 eV. Its net charge is -1.

The following is a quantum chemistry calculation of a molecular structure, C23H40CoN4O5, from OMol25.

The geometry in XYZ format:
```
73
C23H40CoN4O5 | OMol25 | ωB97M-V/def2-TZVPD
O -1.9631 0.5019 -4.2345
H -2.3580 1.3459 -4.5060
Co 0.7379 -0.7935 -1.6052
N 0.7065 -2.6010 -1.9857
N 0.7704 -0.8000 -3.4687
O 0.0713 -3.5779 -1.2038
O 0.6076 0.3069 -4.2540
C 1.0419 -3.0379 -3.2267
C 1.0056 -1.9624 -4.1364
C 1.4227 -4.4435 -3.5178
C 1.1873 -2.0671 -5.6046
H 1.1215 -5.1419 -2.7252
H 2.5161 -4.5348 -3.6390
H 0.9700 -4.7804 -4.4579
H 1.1932 -1.0903 -6.1006
H 0.3925 -2.6686 -6.0724
H 2.1299 -2.5722 -5.8579
H 0.7295 -3.8048 -0.5205
H -0.4119 0.4014 -4.3338
O 2.9398 0.1059 -1.5537
H 3.6025 -0.6113 -1.5696
H 3.0832 0.5994 -2.3806
C -2.6222 0.0831 -3.0178
H -2.6053 0.8920 -2.2842
H -2.1604 -0.8293 -2.6231
H -3.6655 -0.1286 -3.2935
O -2.6700 -3.1016 -1.0937
H -1.7039 -3.2323 -0.9408
H -3.0257 -2.6903 -0.2939
C 0.7633 -2.9731 4.9600
C 0.9373 -1.4994 4.5602
C -0.1389 -0.6541 5.2499
C 2.3228 -1.0211 5.0284
C 0.8782 -1.3661 3.0325
C 1.7353 -2.1392 2.2274
C 1.6955 -2.0376 0.8343
N 0.8837 -1.1333 0.2154
C 0.1280 -0.3004 0.9965
C 0.0288 -0.4725 2.3875
C -0.3741 0.8234 0.2530
C -0.9882 1.9498 0.8066
C -1.0454 3.1331 0.0705
C -0.6380 3.0995 -1.2679
C -0.0779 1.9360 -1.7893
N 0.0147 0.7984 -1.0624
C -1.4363 4.4229 0.7964
C -1.4665 5.6167 -0.1619
C -2.8196 4.2683 1.4525
C -0.3895 4.6985 1.8913
H 0.8140 -3.0673 6.0506
H 1.5469 -3.6070 4.5281
H -0.2116 -3.3547 4.6319
H -0.0501 -0.7655 6.3352
H -0.0178 0.4081 5.0121
H -1.1447 -0.9760 4.9598
H 3.1308 -1.6288 4.5990
H 2.4898 0.0248 4.7359
H 2.3779 -1.0897 6.1211
H 2.4400 -2.8529 2.6636
H 2.3561 -2.6443 0.2020
H -0.7280 0.0947 2.9257
H -1.3715 1.8737 1.8249
H -0.7238 3.9614 -1.9295
H 0.3433 1.9097 -2.7911
H -2.2205 5.4767 -0.9457
H -1.7150 6.5256 0.3988
H -0.4894 5.7640 -0.6365
H -2.8359 3.4602 2.1935
H -3.0902 5.2034 1.9614
H -3.5847 4.0536 0.6939
H -0.3591 3.8906 2.6319
H 0.6095 4.7867 1.4444
H -0.6224 5.6367 2.4097
```

As for the spin multiplicity: 5. The expectation value of S² is 6.053. For the HOMO-LUMO gap (alpha / beta), the calculation gives 4.701 / 7.936 eV. The value obtained for the energy is -78315.4584 eV. Its net charge is +1.

The following is a quantum chemistry calculation of 4 unconnected molecules or ions with the total composition C23H40N3O11, from OMol25.

The geometry in XYZ format:
```
77
C23H40N3O11 | OMol25 | ωB97M-V/def2-TZVPD
C 0.2744 1.7977 2.0969
C -0.9931 1.9327 1.2955
O -2.1072 1.9339 1.7500
O -0.7241 2.0543 -0.0149
C -1.8608 2.0139 -0.9160
C -2.5312 0.6425 -0.9775
C -2.1014 -0.2083 -2.1770
C -0.8496 -1.0514 -1.9092
C 0.4573 -0.2699 -2.1471
C 1.5728 -0.5189 -1.1143
C 2.8239 -1.1746 -1.7110
C 3.9361 -0.1437 -2.0307
N 4.9082 -0.2281 -0.8694
C 4.2995 -1.1597 -0.0297
N 4.4694 -1.0614 1.2654
N 3.5162 -2.0082 -0.6791
H 0.9613 2.6072 1.8550
H 0.7615 0.8575 1.8341
H 0.0391 1.8103 3.1567
H -1.4270 2.2695 -1.8791
H -2.5558 2.8055 -0.6475
H -2.3362 0.0952 -0.0533
H -3.6069 0.8087 -1.0066
H -1.9264 0.4475 -3.0327
H -2.9197 -0.8658 -2.4717
H -0.8716 -1.9385 -2.5439
H -0.8654 -1.3992 -0.8708
H 0.2374 0.7965 -2.1590
H 0.8340 -0.5128 -3.1454
H 1.1866 -1.1484 -0.3046
H 1.8626 0.4318 -0.6569
H 2.5669 -1.7861 -2.5717
H 3.5196 0.8545 -2.1133
H 4.4804 -0.3896 -2.9388
H 5.7217 -0.7113 -1.2513
H 4.9781 -0.2664 1.6231
H 4.1340 -1.7604 1.9129
H 2.9616 -2.6817 -0.1651
C -8.3799 0.3380 -2.5320
C -7.3221 0.5325 -3.5842
C -6.5094 -0.7012 -3.9386
O -5.2306 -0.1475 -4.2775
C -5.1124 1.0502 -3.6611
O -4.1052 1.6850 -3.6094
O -6.2829 1.4180 -3.1096
H -8.9686 1.2429 -2.3960
H -9.0522 -0.4673 -2.8310
H -7.9186 0.0769 -1.5792
H -7.7377 0.9882 -4.4864
H -6.8926 -1.2628 -4.7853
H -6.3872 -1.3610 -3.0757
C 9.3117 -3.2626 -0.7497
C 7.9075 -3.7945 -0.6456
C 7.1250 -3.3624 0.5841
O 6.2554 -4.4641 0.8145
C 6.8347 -5.5819 0.2702
O 6.4402 -6.6826 0.4380
O 7.9023 -5.2213 -0.4751
H 9.7703 -3.5515 -1.6929
H 9.3037 -2.1727 -0.6903
H 9.9209 -3.6543 0.0647
H 7.3353 -3.5841 -1.5563
H 6.5166 -2.4709 0.4463
H 7.7794 -3.2210 1.4487
C -2.9898 4.0739 3.9896
C -3.0021 3.3374 5.3003
C -4.2767 2.5715 5.6083
O -4.3360 2.6261 7.0347
C -3.6388 3.7137 7.4499
O -3.6352 4.1336 8.5590
O -2.9465 4.2457 6.4146
H -2.0149 4.5229 3.8014
H -3.2064 3.3765 3.1817
H -3.7330 4.8720 3.9977
H -2.1349 2.6747 5.3865
H -4.2609 1.5336 5.2877
H -5.1546 3.0760 5.1962
```

For the HOMO-LUMO gap, the calculation gives 8.534 eV. The value obtained for the energy is -51487.6870 eV. Its net charge is +1.

The following is a quantum chemistry calculation of a molecular structure, C23H40N5OPPdS, from OMol25.

The geometry in XYZ format:
```
72
C23H40N5OPPdS | OMol25 | ωB97M-V/def2-TZVPD
Pd 0.1123 -0.5899 0.4926
C 3.7270 0.1340 1.1927
N 2.7169 -0.8279 0.8007
C 3.0783 -1.4587 -0.4671
C 2.5123 -1.8471 1.8278
C 1.7321 -1.3514 3.0422
N 0.2871 -1.2237 2.8357
C -0.3483 -2.5469 2.7614
C -0.3124 -0.4360 3.8943
H 4.6894 -0.3578 1.4260
H 3.4037 0.7069 2.0619
H 3.8932 0.8420 0.3781
H 4.0183 -2.0358 -0.3796
H 3.2297 -0.6824 -1.2208
H 2.2743 -2.1216 -0.7900
H 3.4870 -2.2285 2.1799
H 1.9769 -2.6790 1.3654
H 2.1106 -0.3729 3.3431
H 1.9255 -2.0497 3.8730
H -0.0830 -3.1575 3.6432
H -0.0616 -3.0709 1.8490
H -1.4270 -2.4186 2.7242
H -0.1679 -0.8964 4.8865
H -1.3828 -0.3395 3.7058
H 0.1298 0.5628 3.9022
S -3.3151 -0.9204 0.7619
C -2.9518 -0.5531 -0.8556
N -3.9502 -0.0470 -1.6442
C -3.6673 0.5793 -2.9266
C -2.6742 -0.3067 -3.6481
C -1.4259 -0.4030 -2.7990
N -1.7587 -0.7423 -1.4213
H -4.7363 0.2735 -1.1083
H -3.2415 1.5834 -2.7961
H -4.5980 0.6803 -3.4846
H -2.4321 0.0897 -4.6353
H -3.1033 -1.3037 -3.7661
H -0.8729 0.5413 -2.8260
H -0.7706 -1.1838 -3.1817
H -0.9766 -1.1251 -0.7916
C -1.1491 2.2573 1.3873
P 0.6747 2.0787 1.1610
C 0.7919 1.8516 -0.6714
C 1.0698 3.9155 1.2361
C 0.6511 4.8461 0.2873
C 1.0274 6.1837 0.3679
C 1.8317 6.6205 1.4131
C 2.2450 5.7170 2.3746
C 1.8683 4.3770 2.2793
H -1.5824 2.9427 0.6543
H -1.3475 2.6444 2.3903
H -1.6188 1.2767 1.3008
H -0.0740 2.2622 -1.1922
H 0.8666 0.7549 -0.8650
H 1.7044 2.3174 -1.0559
H 0.0144 4.5231 -0.5316
H 0.6948 6.8866 -0.3874
H 2.1395 7.6575 1.4697
H 2.8662 6.0509 3.1983
H 2.2037 3.6645 3.0281
O 0.2142 -2.8977 -0.6420
N -0.5446 -3.3997 -1.6468
C -1.8369 -3.8176 -1.4126
C -2.6509 -4.2010 -2.4349
C -2.1877 -4.1967 -3.7885
C -0.8387 -3.8231 -3.9861
C -0.0417 -3.4445 -2.9418
H -2.1429 -3.7731 -0.3770
H -3.6641 -4.5035 -2.1971
H -2.8239 -4.4949 -4.6114
H -0.4030 -3.8323 -4.9799
H 0.9957 -3.1600 -3.0321
```

As for the spin multiplicity: 2. The expectation value of S² is 0.764. For the HOMO-LUMO gap (alpha / beta), the calculation gives 3.983 / 5.974 eV. The value obtained for the energy is -57599.4772 eV. Its net charge is -1.

The following is a quantum chemistry calculation of a molecular structure, C23H40N6O4S3Si2W, from OMol25.

The geometry in XYZ format:
```
79
C23H40N6O4S3Si2W | OMol25 | ωB97M-V/def2-TZVPD
W 0.1917 -0.1965 -0.0344
C -4.4709 -0.5856 -2.6694
S -4.5668 0.3194 -1.1109
C -2.9639 0.1592 -0.4845
S -1.5901 -0.3816 -1.5045
N -2.6775 0.5376 0.7214
N -1.3399 0.4733 0.8658
C -0.4755 0.4797 1.9191
C 0.4501 1.6414 1.9371
C 0.8714 2.4577 2.9679
C 1.7529 3.4840 2.6517
C 2.1949 3.6448 1.3414
C 1.7684 2.7580 0.3707
N 0.9135 1.7778 0.6717
H -5.4807 -0.5391 -3.0738
H -4.2018 -1.6261 -2.5068
H -3.7911 -0.1034 -3.3670
H -0.6685 -0.1082 2.8083
H 0.5041 2.3082 3.9730
H 2.0873 4.1645 3.4227
H 2.8701 4.4452 1.0786
H 2.1044 2.8301 -0.6549
C 5.6798 -3.0523 -5.2289
C 6.3526 -3.0102 -3.8684
S 5.5269 -1.9526 -2.7124
O 4.1120 -2.2722 -2.6807
O 6.2530 -1.9531 -1.4678
C 5.6548 -0.2986 -3.3963
C 5.4360 0.7771 -2.3124
N 4.3615 0.4300 -1.3629
C 3.0574 0.3345 -1.6771
N 2.3665 -0.1835 -0.6619
C 3.2653 -0.4233 0.3543
C 4.4923 -0.0677 -0.0796
N 5.7051 -0.1233 0.7204
O 6.6504 0.5630 0.3817
O 5.6329 -0.8230 1.7067
C 2.5010 0.7522 -2.9853
H 6.1942 -3.7755 -5.8585
H 5.7251 -2.0883 -5.7337
H 4.6390 -3.3563 -5.1356
H 7.3845 -2.6614 -3.9038
H 6.3417 -3.9815 -3.3674
H 4.9384 -0.2409 -4.2136
H 6.6629 -0.1751 -3.7926
H 5.1811 1.7306 -2.7770
H 6.3324 0.9159 -1.7244
H 2.9932 -0.8180 1.3175
H 3.0210 1.6269 -3.3739
H 1.4436 0.9985 -2.8948
H 2.5990 -0.0618 -3.7057
C 2.9712 -3.4393 1.9887
Si 1.1742 -2.9697 2.2125
C 0.1223 -4.4711 2.4882
C 1.0425 -1.8340 3.6945
C 0.3647 -2.0569 0.6806
Si 0.5141 -3.1329 -1.0184
C 1.9509 -4.2958 -0.8842
C 0.7915 -2.1673 -2.6196
C -1.1038 -4.0334 -1.0724
H 3.5435 -3.0922 2.8501
H 3.4631 -3.0582 1.0948
H 3.0602 -4.5256 1.9600
H 0.4551 -4.9459 3.4139
H 0.2256 -5.2090 1.6956
H -0.9366 -4.2350 2.5993
H 1.5429 -2.3447 4.5193
H 0.0145 -1.6599 4.0163
H 1.5534 -0.8786 3.5631
H -0.6939 -2.2708 0.9312
H 2.9078 -3.7787 -0.8747
H 1.9166 -4.8997 -1.7955
H 1.8922 -4.9755 -0.0363
H 1.8184 -2.3541 -2.9485
H 0.6310 -1.0851 -2.6525
H 0.1111 -2.5971 -3.3575
H -1.2240 -4.7032 -0.2239
H -1.1436 -4.6371 -1.9812
H -1.9526 -3.3485 -1.0906
```

For the HOMO-LUMO gap (alpha / beta), the calculation gives 6.611 / 6.609 eV. The value obtained for the energy is -91701.4103 eV. Its net charge is +2.

The following is a quantum chemistry calculation of a molecular structure, C23H41AlIP2, from OMol25.

The geometry in XYZ format:
```
68
C23H41AlIP2 | OMol25 | ωB97M-V/def2-TZVPD
Al 0.9177 -1.3136 -0.3710
C -1.1510 -1.0787 2.6737
C -0.7657 -2.1133 1.7473
C 0.8018 -2.0442 3.4326
C -0.0976 -0.9686 3.6236
C 0.3217 -2.8410 2.3697
C -2.5248 -0.5939 2.9317
H -3.1911 -0.6179 2.0610
H -2.5188 0.4377 3.3110
H -3.0087 -1.1838 3.7373
C -0.0346 -0.0483 4.7792
H -0.8130 0.7253 4.7808
H 0.9308 0.4846 4.8025
H -0.1117 -0.6254 5.7211
C 2.0587 -2.2453 4.1925
H 1.8056 -2.5415 5.2087
H 2.6293 -1.3158 4.2738
H 2.6795 -2.9981 3.7169
C 0.9464 -4.0988 1.8742
H 1.1250 -4.7946 2.7137
H 1.9091 -3.9049 1.3604
H 0.2742 -4.6413 1.2016
C -1.7668 -2.7649 0.8742
H -2.1514 -3.6671 1.4028
H -1.3782 -3.0767 -0.1126
H -2.6407 -2.1054 0.7578
C -0.5447 4.1820 0.4578
C -1.2893 3.4723 1.3362
C -1.8487 2.0677 1.2445
C -1.7833 1.4201 -0.1437
C -0.4269 1.0032 -0.5314
C 0.6978 1.7456 -0.3470
C 0.9913 2.9750 -1.1085
C -0.2325 3.9196 -0.9779
H -2.9395 2.1221 1.4707
H -2.1568 2.0737 -0.9358
H -1.3886 1.4007 2.0031
H -1.1423 3.5735 -1.4966
H -0.0352 5.1003 0.8003
H -1.8124 4.0159 2.1527
H 0.0665 4.8038 -1.5384
H 1.8792 3.4823 -0.6662
H 1.6106 1.2925 0.1346
H 1.2683 2.8029 -2.1825
H -2.3992 0.5066 -0.1589
H -0.5617 -0.2039 -0.8436
P -0.7701 0.5870 -3.2154
C -0.9938 2.2843 -3.9320
C -1.4255 -0.3502 -4.6376
P 1.8736 -0.6310 -2.1224
C 1.0530 0.4017 -3.4016
C 1.3321 -2.3371 -2.6308
C 3.5562 -0.1879 -2.3842
H -0.2316 3.0086 -3.6224
H -1.9786 2.6741 -3.6283
H -1.0049 2.2337 -5.0265
H -1.1867 0.1281 -5.5865
H -2.5127 -0.3709 -4.5551
H -1.0481 -1.3741 -4.6196
H 3.5808 0.2980 -3.3620
H 4.1590 -1.0887 -2.3674
H 3.9686 0.5438 -1.6761
H 1.5516 1.4120 -3.4355
H 1.2681 -0.1435 -4.3505
H 1.8895 -3.1384 -2.1287
H 1.5766 -2.2185 -3.6830
H 0.2441 -2.5438 -2.5457
I 2.9003 -1.0070 1.1773
```

For the HOMO-LUMO gap (alpha / beta), the calculation gives 5.460 / 5.223 eV. The value obtained for the energy is -57779.7355 eV. Its net charge is +1.